This record from OMol25 describes a 4-piece molecular cluster, C4H16O4 overall. The level of theory is ωB97M-V/def2-TZVPD.

Geometry as XYZ:
```
24
Properties=species:S:1:pos:R:3:mulliken_charge:R:1
O -0.61 -0.38 -0.25 -0.5586
O 3.67 1.31 3.06 -0.5002
O -2.36 -1.60 -2.09 -0.5641
O -0.43 2.45 -0.03 -0.5166
C 0.08 2.68 -1.35 -0.5256
C 2.46 0.73 3.51 -0.4001
C 0.71 -0.89 -0.31 -0.4832
C -3.05 -2.78 -1.69 -0.5378
H 2.21 1.17 4.47 0.2393
H -3.34 -3.38 -2.56 0.2507
H -0.47 1.48 0.07 0.3981
H 1.10 2.29 -1.45 0.2099
H -3.96 -2.51 -1.14 0.2664
H 1.25 -0.67 0.61 0.0897
H -0.62 2.24 -2.06 0.2048
H -1.17 -0.89 -0.87 0.3792
H 0.68 -1.98 -0.37 0.3255
H 3.73 1.18 2.11 0.2953
H -2.38 -3.41 -1.11 0.2390
H -3.00 -0.92 -2.32 0.2923
H 2.53 -0.36 3.59 0.2392
H 1.61 0.93 2.85 0.1254
H 0.07 3.75 -1.53 0.2718
H 1.28 -0.44 -1.12 0.2597
```

Results
SMILES string: CO.CO.CO.CO
Net charge: 0
Calculated total energy in eV: -12595.70366
HOMO in eV: -9.7
Energy relative to the best compared isomer or geometry (same formula, charge and spin) in kcal/mol: 49.2
Kohn-Sham gap in eV: 10.239


This record from OMol25 describes the molecule C6H14O2. The level of theory is ωB97M-V/def2-TZVPD.

Geometry as XYZ:
```
22
Properties=species:S:1:pos:R:3:mulliken_charge:R:1
O -1.11 0.25 -1.02 -0.6174
O -0.15 2.74 -1.46 -0.5830
C -0.09 -0.03 -0.05 1.5759
C -0.75 -0.65 1.20 -0.8651
C -1.02 -2.15 1.14 -1.2379
C 0.94 -0.96 -0.72 -1.7262
C 0.57 1.31 0.36 -1.0550
C 0.99 2.21 -0.80 -0.4766
H 0.47 -1.88 -1.07 0.4115
H -0.13 -0.47 2.09 0.3318
H -1.71 -0.15 1.38 0.3658
H -1.57 -2.43 0.23 0.3202
H 1.44 1.11 0.99 0.4024
H -1.61 -2.47 2.00 0.3965
H 1.57 3.06 -0.42 0.3418
H -0.15 1.88 0.97 0.3804
H -0.78 1.99 -1.56 0.3960
H 1.75 -1.22 -0.03 0.3326
H 1.61 1.69 -1.53 0.2223
H -1.55 -0.59 -1.23 0.3794
H -0.08 -2.72 1.16 0.2953
H 1.37 -0.50 -1.61 0.4093
```

Results
SMILES string: CC[C@@](C)(O)CCO
Net charge: 0
Calculated total energy in eV: -10544.00871
HOMO in eV: -9.8
Energy relative to the best compared isomer or geometry (same formula, charge and spin) in kcal/mol: 14.0
Kohn-Sham gap in eV: 10.480


This record from OMol25 describes a 11-piece molecular cluster, C4H31NO10S overall at a distorted geometry. The level of theory is ωB97M-V/def2-TZVPD.

Geometry as XYZ:
```
47
Properties=species:S:1:pos:R:3:mulliken_charge:R:1
S -2.09 -1.87 1.33 -0.2384
O 2.87 -3.61 1.51 -0.6141
O 2.06 4.33 -0.12 -0.6790
O -3.85 1.38 -1.59 -0.6506
O -1.85 2.19 -3.07 -0.6097
O -2.73 -1.23 -2.43 -0.6059
O 1.64 -1.51 3.82 -0.5713
O -0.32 3.29 -1.19 -0.7069
O 3.43 -1.78 -1.72 -0.6960
O -0.17 1.77 1.85 -0.6073
O -2.65 1.61 0.72 -0.5932
N 0.35 -0.27 -1.22 -0.1640
C -0.76 -2.58 0.28 -1.0019
C 1.95 0.19 0.69 -1.0114
C 0.64 -0.44 0.22 0.9678
C 0.59 -1.88 0.57 0.3102
H -0.92 1.64 1.23 0.3030
H -0.67 -3.63 0.57 0.4558
H 2.64 -1.51 -1.23 0.1621
H -2.87 -1.08 0.59 0.0878
H 4.04 -2.29 -1.17 0.3153
H -4.24 0.50 -1.69 0.2602
H 1.56 3.98 0.63 0.3467
H -3.14 1.72 -0.17 0.4029
H -1.33 1.43 -3.34 0.2692
H 1.33 -2.55 0.01 -0.0530
H -2.89 -2.07 -2.85 0.2586
H 2.57 -4.05 0.71 0.3492
H -0.43 1.10 2.50 0.3060
H -1.37 2.76 -2.44 0.3963
H 0.15 0.69 -1.49 0.2410
H -0.31 2.71 -0.43 0.2677
H 1.92 0.42 1.75 0.2738
H 1.94 5.29 -0.14 0.2992
H 1.87 -0.69 4.27 0.2803
H 2.32 -3.91 2.24 0.3059
H -3.09 2.08 1.43 0.2473
H 1.04 -1.97 4.42 0.2974
H -0.08 0.02 0.96 -0.9375
H -1.03 -2.53 -0.77 0.3405
H 1.13 -0.60 -1.77 0.3409
H -1.92 -1.27 -1.91 0.3382
H 0.53 3.74 -1.28 0.3542
H 0.82 -2.18 1.59 0.1494
H 2.97 -0.17 0.44 0.1959
H 2.16 1.19 0.24 0.3032
H -3.82 1.66 -2.52 0.3139
```

Results
SMILES string: C[C@@H](N)CCS.O.O.O.O.O.O.O.O.O.O
Net charge: 0
Calculated total energy in eV: -37450.80084
HOMO in eV: -8.8
Energy relative to the best compared isomer or geometry (same formula, charge and spin) in kcal/mol: 17.8
Kohn-Sham gap in eV: 9.051


This record from OMol25 describes C43H39F5KN9O4PS as an isolated structure. The level of theory is ωB97M-V/def2-TZVPD.

Geometry as XYZ:
```
103
Properties=species:S:1:pos:R:3:mulliken_charge:R:1
K -1.36 -0.52 -0.92 1.6243
S 0.96 1.31 0.29 0.2494
P 1.14 -1.88 -2.30 0.4850
F 2.37 3.94 -0.09 -0.4167
F 4.76 3.94 3.94 -0.3966
F 3.73 1.49 4.56 -0.4021
F 2.03 0.27 2.89 -0.1164
F 4.07 5.12 1.59 -0.3979
O -0.04 -2.38 -3.28 -0.2050
O 2.43 -2.82 -2.78 -0.3392
O 0.64 1.44 5.12 -0.0116
O 1.58 -0.55 -3.11 -0.1513
N -4.60 2.52 1.40 -1.1467
N -2.95 1.33 0.46 0.0877
N -0.04 -3.65 2.65 1.0464
N -3.46 3.24 1.36 1.0561
N -0.94 0.13 5.86 -0.5813
N -1.50 1.34 5.56 -0.5052
N -0.96 -2.36 1.16 0.0825
N -1.53 1.01 -3.03 0.7481
N -1.31 -4.09 2.55 -1.1402
C -4.82 -2.73 -3.82 -0.6358
C 0.70 -2.07 4.89 -0.2618
C -2.39 0.78 -4.03 -0.3206
C 0.15 -2.61 1.82 -0.6717
C 1.24 -0.90 5.41 0.5222
C -3.25 -0.43 -3.93 1.4335
C -2.49 2.51 0.80 -0.6428
C 3.56 3.93 1.90 0.1983
C -3.27 -1.16 -2.72 -0.4421
C -4.78 -1.99 -5.00 -0.6935
C -0.55 2.09 5.10 0.1214
C -0.70 3.34 4.38 0.4477
C -3.99 -0.85 -5.05 -0.6791
C 1.51 -3.10 4.44 0.6505
C 2.73 0.20 -2.68 -0.1032
C -3.35 4.55 1.99 -1.0499
C 2.10 2.05 1.32 -0.0335
C -0.72 2.06 -3.08 -0.5078
C 3.43 -1.85 5.19 -0.7413
C -2.10 4.56 2.84 0.4288
C 2.68 3.30 1.05 -0.1735
C -1.82 -3.29 1.63 -0.5270
C 2.51 1.48 2.54 -0.0122
C 0.32 0.21 5.56 0.1992
C -1.93 3.55 3.77 -0.1103
C -1.04 5.44 2.59 -0.6602
C 2.56 -4.11 -2.19 -0.2130
C 2.83 -5.14 -3.27 -1.1383
C 3.39 2.09 3.41 -0.1206
C -4.25 1.38 0.82 -0.4830
C -0.03 -2.17 -4.70 0.3312
C 0.88 -4.21 3.63 -1.0555
C 2.62 -0.79 5.55 -0.5869
C -0.61 -3.39 -5.37 -1.2745
C 3.88 0.00 -3.65 -1.3601
C 0.36 4.20 4.10 -0.5874
C -4.08 -2.31 -2.72 -0.6513
C -2.44 1.66 -5.13 -0.7824
C 3.92 3.33 3.10 0.5320
C 2.88 -2.99 4.62 -0.7635
C -0.69 2.96 -4.14 -0.8795
C 0.17 5.26 3.24 -0.6689
C -1.58 2.74 -5.18 -0.5150
H 0.99 -1.97 -5.04 0.2952
H 4.77 0.52 -3.28 0.3987
H 1.65 -4.79 3.12 0.3403
H -0.64 -1.29 -4.90 -0.0164
H 4.50 -1.77 5.31 0.4125
H 3.06 0.14 5.90 0.5317
H 1.33 4.01 4.55 0.5870
H -3.31 5.33 1.23 0.3331
H 0.29 -4.89 4.24 0.3433
H -1.60 3.41 -6.03 0.3833
H -3.14 1.50 -5.93 0.3678
H -0.70 -3.21 -6.45 0.3750
H 1.66 -4.37 -1.64 0.2400
H 1.99 -5.17 -3.97 0.1620
H -0.38 -2.12 4.76 0.5549
H 3.01 -0.09 -1.67 0.2715
H 0.02 -4.26 -5.20 0.2196
H 3.53 -3.79 4.27 0.3709
H -0.06 2.19 -2.23 0.5076
H -3.95 -0.31 -5.99 0.1825
H 3.73 -4.87 -3.83 0.2663
H -5.35 -2.30 -5.87 0.3457
H 0.00 3.79 -4.14 0.4869
H 3.40 -4.08 -1.48 0.2987
H 4.09 -1.06 -3.75 0.2275
H 1.00 5.93 3.03 0.4157
H -4.12 -2.93 -1.82 0.2778
H 2.96 -6.13 -2.83 0.4066
H 2.42 1.25 -2.65 0.2366
H 3.62 0.40 -4.64 0.3172
H -1.15 6.23 1.86 0.3393
H -2.85 -3.37 1.30 0.5438
H 1.07 -2.06 1.73 0.4895
H -1.61 -3.59 -4.97 0.2124
H -4.25 4.68 2.58 0.3749
H -4.94 0.57 0.68 0.5082
H -2.73 2.85 3.97 0.5025
H -5.43 -3.63 -3.77 0.3524
H -1.47 2.85 0.67 0.4499
```

Results
Net charge: -1
Calculated total energy in eV: -116863.49494
HOMO in eV: -3.6
Energy relative to the best compared isomer or geometry (same formula, charge and spin) in kcal/mol: 0.0
Kohn-Sham gap in eV: 5.686


This record from OMol25 describes C30H23CrI3N5O3S5 as an isolated structure. The level of theory is ωB97M-V/def2-TZVPD.

Geometry as XYZ:
```
70
Properties=species:S:1:pos:R:3:mulliken_charge:R:1
I 3.07 0.93 -6.09 -0.0411
I -1.96 3.57 -4.22 -0.0146
I -4.79 -1.86 -3.56 -0.0901
Cr -1.29 0.09 -0.36 -0.3776
S -1.37 2.87 2.81 -0.1133
S -1.16 -1.51 1.43 -0.6296
S 2.44 4.17 1.51 -0.1237
S 3.25 0.84 0.46 -0.1260
S -0.82 -3.61 -1.50 -0.4220
O -2.22 -1.12 -1.56 -0.1443
O -1.50 1.42 -1.88 -0.3824
O -0.24 1.37 0.56 0.3656
N -3.39 -2.77 -0.43 -0.3522
N -5.12 4.08 2.55 -0.6915
N 0.39 -0.39 -1.47 1.2797
N -3.00 0.63 0.53 -0.5571
N -4.79 1.77 1.75 -0.8428
C 1.91 -0.30 2.29 -0.6354
C 1.29 -1.28 -1.19 -0.6871
C 0.55 1.98 -4.85 -0.3510
C 0.47 0.35 -2.61 0.5149
C -2.58 -2.38 -1.50 0.4442
C 1.31 3.14 0.72 -0.9187
C 3.04 -1.13 2.05 -0.8965
C 0.21 2.21 2.73 -0.7135
C -0.09 -3.71 2.61 -1.9437
C 0.76 1.84 1.35 2.9644
C 1.65 4.86 -0.80 -0.8333
C 2.48 5.26 0.19 -0.5017
C 0.80 2.22 3.96 -0.2515
C -0.50 2.11 -3.92 -0.1401
C -0.52 -3.15 1.25 0.4752
C 2.50 -0.78 -3.20 -1.0766
C 1.88 0.81 1.50 -0.0707
C -3.05 -2.92 -2.85 -1.2495
C 0.17 -5.36 0.36 -1.6448
C 2.39 -1.50 -2.06 -1.6395
C -0.04 2.78 4.98 -0.7267
C -3.81 1.24 1.09 0.8389
C -0.40 -3.96 0.18 1.2746
C 0.97 3.64 -0.49 -0.1946
C 3.85 -0.63 1.08 -0.6296
C -0.60 1.32 -2.77 -0.3927
C -4.91 3.01 2.14 0.5584
C 1.53 0.21 -3.52 0.8722
C -1.25 3.16 4.48 -0.6262
C 1.54 1.05 -4.66 -0.0215
H 0.37 -5.81 -0.62 0.4501
H -0.39 -3.04 3.41 0.4536
H -3.09 -2.30 0.42 0.2475
H -3.34 -3.96 -2.79 0.4881
H -0.53 -6.02 0.88 0.2410
H 3.12 -2.26 -1.80 0.5735
H -0.53 -4.69 2.80 0.4470
H -2.29 -2.76 -3.61 0.4719
H -2.10 3.57 5.01 0.4694
H 4.77 -1.05 0.69 0.4750
H 1.00 -3.82 2.66 0.1918
H 1.17 -1.83 -0.27 0.6506
H 1.50 5.41 -1.72 0.4046
H -3.38 -3.78 -0.30 0.2995
H 3.11 6.14 0.23 0.4380
H 3.22 -2.07 2.56 0.3639
H 3.33 -0.94 -3.88 0.0959
H 0.24 2.85 6.02 0.3776
H 0.23 3.17 -1.12 0.3524
H 1.10 -0.54 2.98 0.7921
H 1.81 1.86 4.14 0.5265
H 0.57 2.62 -5.71 0.3335
H 1.10 -5.35 0.93 0.3214
```

Results
Net charge: -2
2S+1: 2
Expectation value of S²: 0.76
Calculated total energy in eV: -151979.27364
HOMO (alpha / beta) in eV: -1.9 / -1.9
Kohn-Sham gap (alpha / beta) in eV: 5.245 / 5.249